The following is a quantum chemistry calculation of C5H19O4P3Si in the gas phase at a distorted geometry, from the OMol25 dataset.

Cartesian coordinates (Å):
C1 3.49 -0.57 1.29
Si1 2.55 -0.32 -0.31
C2 2.75 -1.89 -1.33
C3 3.42 1.04 -1.27
O1 0.92 0.00 -0.11
C4 0.54 0.88 0.94
C5 -0.36 1.97 0.44
P1 -2.14 1.40 0.10
P2 -4.29 0.90 -0.44
P3 -4.66 -1.22 -0.28
O2 -5.93 -1.54 -0.91
O3 -3.48 -2.02 -1.00
O4 -4.70 -1.67 1.25
H1 4.48 -0.14 1.16
H2 3.58 -1.61 1.56
H3 3.07 -0.07 2.15
H4 3.16 -1.69 -2.30
H5 3.47 -2.52 -0.82
H6 1.84 -2.48 -1.40
H7 2.76 1.53 -1.98
H8 3.87 1.78 -0.61
H9 4.23 0.62 -1.85
H10 1.39 1.35 1.44
H11 0.06 0.28 1.71
H12 0.08 2.41 -0.45
H13 -0.40 2.74 1.21
H14 -2.62 2.72 0.38
H15 -2.05 0.41 1.12
H16 -1.80 1.03 -1.23
H17 -5.09 1.43 0.60
H18 -2.79 -2.31 -0.37
H19 -5.33 -2.42 1.30

Summary:
- Total energy: -49428.5964 eV
- SMILES: C[Si](C)(C)OCC[PH3]PP(=O)(O)O
- Kohn-Sham gap: 8.47 eV

=====

The following is a quantum chemistry calculation of a molecular structure, C25H31Br2IrN5OSe2 at a distorted geometry, from the OMol25 dataset.

Cartesian coordinates (Å):
Ir1 -0.26 -0.42 0.00
Br1 4.91 0.24 -0.04
C1 3.79 0.18 1.49
C2 4.34 0.06 2.76
C3 3.51 0.01 3.86
Br2 4.30 -0.17 5.58
C4 2.10 0.08 3.74
C5 1.21 0.08 4.82
C6 -0.15 0.15 4.57
C7 -0.60 0.20 3.26
N1 0.22 0.18 2.21
C8 1.55 0.15 2.44
C9 2.40 0.22 1.27
O1 1.87 0.28 0.11
H1 5.41 0.01 2.87
H2 1.58 0.03 5.83
H3 -0.86 0.18 5.38
H4 -1.66 0.26 3.06
C10 0.21 -0.59 -3.94
Se1 0.76 0.49 -2.42
C11 -0.23 2.15 -2.90
C12 0.23 3.32 -2.06
Se2 0.25 2.98 -0.10
C13 0.69 4.81 0.46
H5 -0.87 -0.76 -3.95
H6 0.73 -1.55 -3.84
H7 0.53 -0.10 -4.86
H8 -1.30 1.95 -2.80
H9 0.00 2.35 -3.95
H10 -0.43 4.18 -2.22
H11 1.25 3.60 -2.32
H12 1.55 5.16 -0.10
H13 0.93 4.77 1.52
H14 -0.17 5.46 0.30
C14 0.46 -5.29 0.19
C15 -0.59 -4.81 -0.57
C16 -0.81 -3.44 -0.67
C17 0.01 -2.53 0.00
C18 1.08 -3.04 0.75
C19 1.30 -4.40 0.84
H15 0.63 -6.36 0.27
H16 -1.25 -5.50 -1.08
H17 -1.62 -3.11 -1.29
H18 1.74 -2.38 1.28
H19 2.14 -4.76 1.42
C20 -3.27 -0.55 -1.44
N2 -2.65 -0.23 -0.13
C21 -3.34 -1.08 0.88
N3 -4.76 -0.86 0.89
C22 -5.31 -1.18 -0.42
N4 -4.69 -0.35 -1.45
C23 -4.98 1.05 -1.13
N5 -4.43 1.40 0.17
C24 -3.00 1.18 0.16
C25 -5.03 0.54 1.18
H20 -3.07 -1.60 -1.68
H21 -2.81 0.08 -2.21
H22 -2.94 -0.85 1.87
H23 -3.13 -2.13 0.66
H24 -6.38 -1.00 -0.42
H25 -5.12 -2.23 -0.65
H26 -6.06 1.20 -1.11
H27 -4.54 1.69 -1.90
H28 -2.59 1.47 1.13
H29 -2.56 1.82 -0.62
H30 -6.11 0.70 1.20
H31 -4.62 0.79 2.16

Summary:
- Total charge: +1
- Total energy: -309534.6767 eV
- Energy relative to the best compared isomer or geometry (same formula, charge and spin): 3.578 eV
- Kohn-Sham gap (alpha / beta): 5.92 / 5.92 eV

=====

The following is a quantum chemistry calculation of 2 unconnected molecules or ions with the total composition CH2NO2S at a distorted geometry, from the OMol25 dataset.

Cartesian coordinates (Å):
C1 -1.54 1.00 -0.08
N1 -1.37 -0.18 -0.23
O1 -1.86 2.10 0.28
O2 1.38 0.97 -0.11
S1 -3.41 -0.64 -0.41
H1 0.54 0.19 -0.17
H2 1.78 0.57 -0.95

Summary:
- Total charge: -1
- Total energy: -17489.3934 eV
- Energy relative to the best compared isomer or geometry (same formula, charge and spin): 1.618 eV
- Kohn-Sham gap: 7.33 eV

=====

The following is a quantum chemistry calculation of 2 unconnected molecules or ions with the total composition C5H10NO3, from the OMol25 dataset.

Cartesian coordinates (Å):
O1 -3.14 -0.82 2.28
C1 -1.99 -0.62 1.90
N1 -1.71 -0.33 0.60
C2 -0.79 -0.68 2.82
C3 -2.76 -0.24 -0.39
H1 -0.73 -0.17 0.33
H2 -0.27 0.29 2.85
H3 -1.14 -0.93 3.84
H4 -0.08 -1.46 2.50
H5 -2.32 0.01 -1.37
H6 -3.49 0.55 -0.12
H7 -3.30 -1.19 -0.48
O2 1.34 0.66 -2.61
O3 2.25 0.33 -0.55
C4 2.29 0.60 -1.78
C5 3.70 0.93 -2.35
H8 3.87 2.01 -2.25
H9 4.49 0.39 -1.80
H10 3.77 0.65 -3.42

Summary:
- Total charge: -1
- Total energy: -12982.1039 eV
- Energy relative to the best compared isomer or geometry (same formula, charge and spin): 0.502 eV
- Kohn-Sham gap: 7.74 eV

=====

The following is a quantum chemistry calculation of a gas-phase ion, C5H5O5 (charge -1) at a distorted geometry, from the OMol25 dataset.

Cartesian coordinates (Å):
O1 -1.58 1.55 -2.11
C1 -0.61 0.78 -2.06
O2 0.19 0.43 -2.90
C2 -0.41 0.22 -0.59
O3 -1.52 0.54 0.18
C3 0.45 -0.94 -0.26
O4 0.11 -1.53 1.00
C4 0.36 -0.62 1.97
O5 1.02 0.53 1.47
C5 0.96 0.35 0.06
H1 -1.88 1.10 -0.51
H2 0.74 -1.79 -0.85
H3 0.98 -1.22 2.58
H4 -0.65 -0.24 2.34
H5 1.85 0.84 -0.32

Summary:
- Total charge: -1
- Total energy: -15502.8623 eV
- Energy relative to the best compared isomer or geometry (same formula, charge and spin): 1.423 eV
- SMILES: O=C([O-])[C@@]1(O)[C@@H]2OCO[C@@H]21
- Kohn-Sham gap: 8.34 eV

=====

The following is a quantum chemistry calculation of a gas-phase ion, C7H18IN2 (charge +1) at a distorted geometry, from the OMol25 dataset.

Cartesian coordinates (Å):
C1 -0.50 -1.25 1.53
C2 -0.71 1.30 1.73
C3 -2.54 -0.09 0.59
C4 1.84 -0.68 -1.80
C5 2.10 1.09 -0.30
C6 -1.07 0.07 0.95
C7 -0.29 0.15 -0.73
N1 -0.70 -0.97 -1.44
N2 1.29 -0.05 -0.66
I1 -0.77 2.06 -1.70
H1 0.10 -1.04 2.40
H2 -1.24 -1.82 1.86
H3 0.17 -1.75 0.84
H4 -0.98 2.27 1.25
H5 -1.05 1.19 2.77
H6 0.44 1.31 1.77
H7 -3.14 0.12 1.48
H8 -2.76 0.60 -0.15
H9 -2.69 -1.06 0.37
H10 1.49 -1.75 -1.88
H11 1.71 -0.05 -2.71
H12 2.99 -0.82 -1.65
H13 1.57 1.70 0.30
H14 3.06 0.76 0.13
H15 2.45 1.71 -1.23
H16 -0.38 -1.07 -2.47
H17 -1.67 -1.19 -1.41
H18 1.26 -0.74 0.17

Summary:
- Total charge: +1
- Expectation value of S²: 2.006
- Total energy: -18619.1042 eV
- Multiplicity: 3
- Kohn-Sham gap (alpha / beta): 6.50 / 6.04 eV

=====

Please write out number 2 again, unchanged.
The following is a quantum chemistry calculation of a molecular structure, C25H31Br2IrN5OSe2 at a distorted geometry, from the OMol25 dataset.

Cartesian coordinates (Å):
Ir1 -0.26 -0.42 0.00
Br1 4.91 0.24 -0.04
C1 3.79 0.18 1.49
C2 4.34 0.06 2.76
C3 3.51 0.01 3.86
Br2 4.30 -0.17 5.58
C4 2.10 0.08 3.74
C5 1.21 0.08 4.82
C6 -0.15 0.15 4.57
C7 -0.60 0.20 3.26
N1 0.22 0.18 2.21
C8 1.55 0.15 2.44
C9 2.40 0.22 1.27
O1 1.87 0.28 0.11
H1 5.41 0.01 2.87
H2 1.58 0.03 5.83
H3 -0.86 0.18 5.38
H4 -1.66 0.26 3.06
C10 0.21 -0.59 -3.94
Se1 0.76 0.49 -2.42
C11 -0.23 2.15 -2.90
C12 0.23 3.32 -2.06
Se2 0.25 2.98 -0.10
C13 0.69 4.81 0.46
H5 -0.87 -0.76 -3.95
H6 0.73 -1.55 -3.84
H7 0.53 -0.10 -4.86
H8 -1.30 1.95 -2.80
H9 0.00 2.35 -3.95
H10 -0.43 4.18 -2.22
H11 1.25 3.60 -2.32
H12 1.55 5.16 -0.10
H13 0.93 4.77 1.52
H14 -0.17 5.46 0.30
C14 0.46 -5.29 0.19
C15 -0.59 -4.81 -0.57
C16 -0.81 -3.44 -0.67
C17 0.01 -2.53 0.00
C18 1.08 -3.04 0.75
C19 1.30 -4.40 0.84
H15 0.63 -6.36 0.27
H16 -1.25 -5.50 -1.08
H17 -1.62 -3.11 -1.29
H18 1.74 -2.38 1.28
H19 2.14 -4.76 1.42
C20 -3.27 -0.55 -1.44
N2 -2.65 -0.23 -0.13
C21 -3.34 -1.08 0.88
N3 -4.76 -0.86 0.89
C22 -5.31 -1.18 -0.42
N4 -4.69 -0.35 -1.45
C23 -4.98 1.05 -1.13
N5 -4.43 1.40 0.17
C24 -3.00 1.18 0.16
C25 -5.03 0.54 1.18
H20 -3.07 -1.60 -1.68
H21 -2.81 0.08 -2.21
H22 -2.94 -0.85 1.87
H23 -3.13 -2.13 0.66
H24 -6.38 -1.00 -0.42
H25 -5.12 -2.23 -0.65
H26 -6.06 1.20 -1.11
H27 -4.54 1.69 -1.90
H28 -2.59 1.47 1.13
H29 -2.56 1.82 -0.62
H30 -6.11 0.70 1.20
H31 -4.62 0.79 2.16

Summary:
- Total charge: +1
- Total energy: -309534.6767 eV
- Energy relative to the best compared isomer or geometry (same formula, charge and spin): 3.578 eV
- Kohn-Sham gap (alpha / beta): 5.92 / 5.92 eV